DFT (ωB97M-V/def2-TZVPD) results for a molecular structure, C24H25Br2FeN8OS.

```
62
Properties=species:S:1:pos:R:3:mulliken_charge:R:1
Fe 0.4609 -0.2582 0.4135 0.54
C 0.9280 -3.6371 0.8605 -1.69
C 1.8537 -3.0231 -0.1489 0.91
C 2.5066 -3.8611 -1.0824 -0.82
C 3.2985 -3.3087 -2.0277 -0.87
C 3.5511 -1.9156 -2.0134 0.95
C 4.3525 -1.2697 -2.9756 0.01
Br 5.1290 -2.2305 -4.3984 -0.18
C 4.5788 0.0665 -2.9066 -0.81
C 4.0868 0.7888 -1.8114 0.89
Br 4.6239 2.6150 -1.8140 -0.14
C 3.3023 0.2386 -0.8297 0.08
O 2.0735 0.3885 1.5501 -0.68
C 2.9590 -1.1446 -0.9786 -0.31
N 2.0385 -1.7224 -0.1349 0.16
H 1.4315 -4.4811 1.3351 0.54
H 0.0279 -4.0240 0.3792 0.27
H 0.6520 -2.9165 1.6267 0.26
H 2.3295 -4.9284 -1.0547 0.46
H 3.7580 -3.9227 -2.7901 0.37
H 5.1709 0.5681 -3.6583 0.44
C 4.7737 3.6618 1.6390 -0.77
N 3.4498 3.7634 1.0630 0.39
C 2.6953 4.9124 0.9799 -0.77
C 1.4813 4.6080 0.4968 -0.31
N 1.4431 3.2268 0.2560 0.31
C 2.6905 2.7029 0.5840 -0.34
S 3.1929 1.1104 0.8222 0.23
C 0.2993 2.5176 -0.1411 0.94
C -0.9506 3.0189 0.0806 -1.07
C -2.0741 2.3267 -0.4296 -0.57
C -1.8738 1.1793 -1.1410 -0.80
C -0.5604 0.6893 -1.3018 -0.09
N 0.5438 1.3353 -0.7902 -0.44
H 5.0977 4.6581 1.9261 0.31
H 5.4851 3.2514 0.9234 0.29
H 4.7599 3.0198 2.5219 0.34
H 3.0936 5.8706 1.2661 0.43
H 0.6606 5.2557 0.2518 0.46
H -1.0848 3.9419 0.6264 0.37
H -3.0686 2.7257 -0.2795 0.49
H -2.6979 0.6484 -1.6016 0.46
H -0.3544 -0.0825 -2.0360 0.61
C -5.6521 -1.5536 -0.6963 -1.29
C -5.7378 -1.5114 0.8269 0.85
C -5.6257 -0.0830 1.3528 -1.33
C -4.7062 -2.4395 1.4803 -1.18
N -3.3222 -2.0179 1.2529 0.63
C -2.5648 -1.1830 1.9670 -0.16
N -1.4289 -1.0321 1.3395 -0.20
N -1.5120 -1.7869 0.2137 0.60
N -2.6437 -2.3818 0.1541 -1.17
H -6.4471 -0.9474 -1.1327 0.43
H -5.7516 -2.5711 -1.0787 0.37
H -4.6973 -1.1556 -1.0482 0.14
H -6.7054 -1.9156 1.1344 0.29
H -4.6920 0.3872 1.0295 0.18
H -5.6764 -0.0484 2.4442 0.35
H -6.4409 0.5269 0.9628 0.43
H -4.8012 -3.4468 1.0812 0.38
H -4.8587 -2.4723 2.5578 0.45
H -2.8512 -0.7312 2.9023 0.42
```

Its spin multiplicity is 5. The energy relative to the best compared isomer or geometry (same formula, charge and spin) comes out at 0.286 eV. The value obtained for the orbital gap (spin up / spin down) is 5.5 / 6.0 eV. Its charge is +1. The value obtained for the HOMO energy (spin up / spin down) is -8.254 / -8.799 eV. The LUMO energy (spin up / spin down) is -2.8 / -2.8 eV.

DFT (ωB97M-V/def2-TZVPD) results for a molecular structure, C32H43ClN6O3SSiSm.

```
88
Properties=species:S:1:pos:R:3:mulliken_charge:R:1
Sm -1.2100 1.5285 -0.1616 1.33
C -1.6241 0.4462 5.1805 -0.81
N -2.3953 -0.3046 4.2271 0.31
C -3.5771 -0.9461 4.4863 -0.74
C -4.0169 -1.4943 3.3350 -0.38
N -3.1022 -1.1748 2.3440 0.44
C -2.0991 -0.4418 2.9169 -0.02
S -0.6342 0.0024 2.2423 -0.59
C -3.2902 -1.5137 0.9916 0.46
C -3.8633 -2.7513 0.7066 -0.68
C -4.1647 -3.0634 -0.6033 -0.55
C -3.9196 -2.1119 -1.5838 -0.91
C -3.3364 -0.9132 -1.2093 -0.48
N -2.9877 -0.6132 0.0506 -0.02
H -1.8694 0.0915 6.1799 0.32
H -1.8548 1.5123 5.0982 0.31
H -0.5599 0.3037 4.9900 0.31
H -4.0030 -0.9670 5.4687 0.46
H -4.9124 -2.0417 3.1249 0.52
H -4.0728 -3.4431 1.5048 0.54
H -4.6048 -4.0173 -0.8423 0.48
H -4.1746 -2.3125 -2.6114 0.46
H -3.1795 -0.1273 -1.9421 0.73
C -3.8597 7.0829 -1.2756 -0.96
Si -4.5058 5.8886 0.0611 0.13
C -4.4627 6.7540 1.7601 -0.97
C -6.2982 5.3286 -0.2808 -0.96
C -3.3852 4.3890 0.1398 0.10
C -2.6396 3.4302 0.2280 -0.76
H -4.4818 7.9717 -1.3238 0.30
H -3.8518 6.6322 -2.2628 0.31
H -2.8463 7.4046 -1.0557 0.31
H -5.0880 7.6419 1.7568 0.31
H -3.4576 7.0653 2.0267 0.30
H -4.8272 6.1031 2.5490 0.29
H -6.9658 6.1846 -0.3118 0.30
H -6.6570 4.6662 0.5014 0.30
H -6.3964 4.8030 -1.2251 0.31
C 5.7634 -2.8101 -1.5419 -2.05
C 4.9453 -1.5459 -1.2254 2.49
C 5.6869 -0.3684 -1.8710 -1.96
C 3.5707 -1.7089 -1.8764 -1.68
C 4.8757 -1.3238 0.3202 2.07
O 6.2053 -1.3214 0.8420 -0.68
C 4.1182 -2.4179 1.1201 -2.06
C 2.6015 -2.3708 1.3686 0.17
C 1.7397 -3.0575 0.3457 -0.64
C 0.6888 -2.3918 -0.2737 1.25
C -0.1267 -3.0348 -1.1888 -1.01
C 0.1053 -4.3664 -1.4891 -0.02
Cl -0.9169 -5.1793 -2.6248 -0.25
C 1.1465 -5.0543 -0.8827 -0.85
C 1.9485 -4.3981 0.0323 -0.01
C 4.4785 0.1189 0.7527 -2.52
N 3.3202 0.7873 0.2317 1.11
C 2.1542 1.0192 0.8359 -0.41
N 1.3751 1.7729 0.0654 -0.23
C 2.1641 2.0065 -1.0199 -0.63
N 3.3294 1.4285 -0.9355 -0.76
H 5.6966 -3.0162 -2.6069 0.49
H 5.3949 -3.6894 -1.0196 0.33
H 6.8159 -2.6698 -1.3048 0.58
H 5.9393 -0.6140 -2.8990 0.52
H 6.6122 -0.1676 -1.3363 0.40
H 5.0759 0.5268 -1.8808 0.31
H 3.6855 -1.6474 -2.9563 0.65
H 2.8662 -0.9404 -1.5773 0.04
H 3.1418 -2.6773 -1.6402 0.25
H 6.6183 -2.1750 0.6731 0.54
H 4.5958 -2.3964 2.1020 0.41
H 4.3555 -3.3850 0.6808 0.33
H 2.2490 -1.3539 1.5024 -0.71
H 2.4375 -2.8880 2.3194 0.60
H 0.4889 -1.3437 -0.0586 0.44
H -0.9239 -2.4979 -1.6816 0.52
H 1.3289 -6.0901 -1.1250 0.46
H 2.7469 -4.9456 0.5129 0.49
H 5.3415 0.7341 0.4925 0.48
H 4.3924 0.0987 1.8394 0.42
H 1.9131 0.6825 1.8262 0.84
H 1.8837 2.6313 -1.8478 0.53
C -0.2084 0.6868 -4.4399 -0.82
O 0.0135 -0.0711 -3.2485 -0.30
C -0.4946 0.3627 -2.0959 0.82
O -1.1808 1.4441 -2.1704 -0.63
H 0.5633 0.3999 -5.1458 0.24
H -0.1522 1.7584 -4.2207 0.33
H -1.1925 0.4630 -4.8581 0.29
```

Its spin multiplicity is 6. The energy relative to the best compared isomer or geometry (same formula, charge and spin) comes out at 0.536 eV. The value obtained for the orbital gap (spin up / spin down) is 8.1 / 8.1 eV. Its charge is +1. The value obtained for the HOMO energy (spin up / spin down) is -10.951 / -10.951 eV. The LUMO energy (spin up / spin down) is -2.9 / -2.8 eV.

DFT (ωB97M-V/def2-TZVPD) results for 4 unconnected molecules or ions with the total composition C28H60ClN3O8.

```
100
Properties=species:S:1:pos:R:3:mulliken_charge:R:1
C 1.0308 0.1565 2.2795 -1.37
C -0.4378 -0.0632 2.6754 0.59
C -0.9248 -1.5230 2.4792 -1.67
C -1.4458 1.0344 2.2610 -2.21
C -1.8650 1.3197 0.7789 1.78
C -3.1284 0.4897 0.5610 -1.23
C -3.7633 0.5952 -0.8428 -0.45
C -4.8204 -0.5197 -0.9557 -0.67
Cl -3.9118 -2.0184 -1.4867 -0.25
O -2.1301 2.7509 0.8459 -0.54
C -0.9030 3.3481 0.7802 0.23
O -0.6511 4.4196 1.0457 -0.49
O -0.0220 2.3991 0.3046 -0.46
C -0.8393 1.4061 -0.3749 1.99
C -1.2852 2.2435 -1.6400 -0.61
C -1.1559 1.5379 -2.9872 -0.32
O -0.1735 1.6517 -3.5932 -0.43
O -2.2048 0.8447 -3.5564 -0.51
C -0.2488 0.0592 -0.7589 -1.07
C 1.1545 -0.0488 -1.4186 0.93
C 2.0970 1.1480 -1.3504 -1.80
C 1.8986 -1.2800 -0.8269 -1.86
H 1.2013 0.4983 1.2675 0.01
H 1.5990 -0.7387 2.5360 0.24
H 1.4289 0.9363 2.9352 0.48
H -0.4160 0.0184 3.7663 0.80
H -2.0098 -1.5974 2.5066 0.30
H -0.5830 -2.1002 3.3410 0.49
H -0.4854 -2.0127 1.6092 0.25
H -1.1524 1.9202 2.8245 0.61
H -2.3705 0.7421 2.7606 0.42
H -3.9043 0.7831 1.2667 0.70
H -2.8822 -0.5596 0.7107 0.15
H -2.9984 0.3209 -1.5535 0.14
H -4.1981 1.5763 -1.0186 0.22
H -5.2794 -0.7641 -0.0050 0.36
H -5.5243 -0.3202 -1.7533 0.34
H -2.3264 2.5513 -1.5593 0.69
H -0.6695 3.1240 -1.7544 0.57
H -2.0040 -0.1018 -3.5249 0.35
H -0.9639 -0.4810 -1.3825 0.73
H -0.2089 -0.5544 0.1386 -0.82
H 1.0138 -0.2999 -2.4717 0.70
H 2.1872 1.4693 -0.3104 0.36
H 1.8051 2.0210 -1.9330 0.43
H 3.0816 0.8358 -1.6972 0.54
H 1.1480 -2.0495 -0.6314 0.38
H 2.3789 -0.9826 0.1048 0.25
H 2.6108 -1.6212 -1.5742 0.57
C 5.9863 -4.7984 2.0217 -1.49
C 5.5045 -3.8935 0.8915 0.24
C 5.4507 -2.4042 1.2704 -0.47
O 4.3487 -2.0472 2.0908 -0.10
C 4.5192 -2.3279 3.4683 -0.88
N 4.2069 -4.3798 0.4145 -0.72
H 5.2140 -4.9714 2.7709 0.28
H 6.2704 -5.7742 1.6266 0.38
H 6.8601 -4.3738 2.5212 0.34
H 6.2243 -3.9905 0.0726 0.42
H 5.3268 -1.8274 0.3490 0.09
H 6.3927 -2.0712 1.7259 0.43
H 5.5573 -2.1962 3.7856 0.37
H 4.1815 -3.3399 3.7033 0.29
H 3.8929 -1.6330 4.0290 0.23
H 3.9374 -3.8425 -0.4060 0.27
H 3.5140 -4.1192 1.1132 0.35
C -11.2301 0.1711 -0.1324 -1.39
C -10.1281 1.2166 0.0101 0.36
C -9.0275 1.1053 -1.0570 -0.80
O -8.1081 0.0451 -0.8529 -0.20
C -8.5577 -1.2277 -1.2867 -0.75
N -9.5830 1.1485 1.3698 -0.74
H -10.9199 -0.8092 0.2293 0.28
H -12.1031 0.4638 0.4514 0.35
H -11.5442 0.0691 -1.1735 0.35
H -10.5958 2.1978 -0.1161 0.41
H -8.4280 2.0190 -1.0166 0.33
H -9.4536 1.0527 -2.0671 0.41
H -9.1827 -1.1553 -2.1808 0.35
H -9.1015 -1.7391 -0.4899 0.24
H -7.6786 -1.8287 -1.5237 0.23
H -8.9264 1.9135 1.5027 0.27
H -9.0003 0.3158 1.4240 0.32
C 8.3628 2.6816 -1.6972 -1.46
C 7.9539 1.2120 -1.6714 0.31
C 6.4867 0.9700 -2.0589 -0.74
O 5.5479 1.2939 -1.0502 -0.12
C 5.2138 2.6692 -0.9553 -0.71
N 8.2698 0.6543 -0.3520 -0.73
H 7.9983 3.2278 -0.8275 0.28
H 9.4497 2.7692 -1.6955 0.37
H 7.9897 3.1785 -2.5955 0.35
H 8.5695 0.6929 -2.4126 0.42
H 6.3605 -0.1022 -2.2381 0.29
H 6.2315 1.4784 -2.9980 0.47
H 5.2079 3.1578 -1.9337 0.39
H 5.9008 3.1845 -0.2806 0.27
H 4.2150 2.7384 -0.5263 0.10
H 8.0993 -0.3482 -0.3673 0.26
H 7.5754 1.0087 0.3026 0.36
```

Its SMILES is CC(C)C[C@@]1(CCCCl)OC(=O)O[C@@]1(CC(=O)O)CC(C)C.COC[C@@H](C)N.COC[C@@H](C)N.COC[C@@H](C)N. The value obtained for the orbital gap is 9.7 eV. The value obtained for the HOMO energy is -9.275 eV. The LUMO energy is 0.4 eV.

DFT (ωB97M-V/def2-TZVPD) results for 2 unconnected molecules or ions with the total composition C6H16.

```
22
Properties=species:S:1:pos:R:3:mulliken_charge:R:1
C 0.9915 -0.3957 1.4852 0.33
C 2.3427 -0.9607 1.8783 -2.01
C -0.0541 -0.6819 2.5505 -2.19
H 1.0357 0.6779 1.3264 0.28
H 0.6810 -0.8589 0.5499 -0.21
H 2.5224 -0.7339 2.9284 0.34
H 0.0447 -1.6994 2.9353 0.37
H 0.0309 -0.0018 3.4092 0.50
H 3.2561 -0.5903 1.3909 0.77
H 2.4687 -2.0454 1.7678 0.59
H -1.0815 -0.5424 2.2081 0.80
C -0.8222 0.2645 -1.7535 -0.80
C -1.4139 1.5141 -1.0702 -1.81
C -1.0462 0.2323 -3.2550 -1.33
H 0.2499 0.3327 -1.5368 0.20
H -1.1128 -0.6286 -1.1988 0.41
H -1.0942 1.5116 -0.0306 0.43
H -0.4127 0.9647 -3.7589 0.30
H -0.8418 -0.7508 -3.6935 0.80
H -2.0838 0.4878 -3.4840 0.26
H -1.1501 2.3996 -1.6409 0.37
H -2.5103 1.5048 -1.0077 0.61
```

Its spin multiplicity is 2. The energy relative to the best compared isomer or geometry (same formula, charge and spin) comes out at 0.105 eV. The value obtained for the orbital gap (spin up / spin down) is 2.5 / 11.9 eV. Its charge is -1. The value obtained for the HOMO energy (spin up / spin down) is 1.509 / -7.743 eV. The LUMO energy (spin up / spin down) is 4.0 / 4.1 eV.

Copy entry 1 word for word.
DFT (ωB97M-V/def2-TZVPD) results for a molecular structure, C24H25Br2FeN8OS.

```
62
Properties=species:S:1:pos:R:3:mulliken_charge:R:1
Fe 0.4609 -0.2582 0.4135 0.54
C 0.9280 -3.6371 0.8605 -1.69
C 1.8537 -3.0231 -0.1489 0.91
C 2.5066 -3.8611 -1.0824 -0.82
C 3.2985 -3.3087 -2.0277 -0.87
C 3.5511 -1.9156 -2.0134 0.95
C 4.3525 -1.2697 -2.9756 0.01
Br 5.1290 -2.2305 -4.3984 -0.18
C 4.5788 0.0665 -2.9066 -0.81
C 4.0868 0.7888 -1.8114 0.89
Br 4.6239 2.6150 -1.8140 -0.14
C 3.3023 0.2386 -0.8297 0.08
O 2.0735 0.3885 1.5501 -0.68
C 2.9590 -1.1446 -0.9786 -0.31
N 2.0385 -1.7224 -0.1349 0.16
H 1.4315 -4.4811 1.3351 0.54
H 0.0279 -4.0240 0.3792 0.27
H 0.6520 -2.9165 1.6267 0.26
H 2.3295 -4.9284 -1.0547 0.46
H 3.7580 -3.9227 -2.7901 0.37
H 5.1709 0.5681 -3.6583 0.44
C 4.7737 3.6618 1.6390 -0.77
N 3.4498 3.7634 1.0630 0.39
C 2.6953 4.9124 0.9799 -0.77
C 1.4813 4.6080 0.4968 -0.31
N 1.4431 3.2268 0.2560 0.31
C 2.6905 2.7029 0.5840 -0.34
S 3.1929 1.1104 0.8222 0.23
C 0.2993 2.5176 -0.1411 0.94
C -0.9506 3.0189 0.0806 -1.07
C -2.0741 2.3267 -0.4296 -0.57
C -1.8738 1.1793 -1.1410 -0.80
C -0.5604 0.6893 -1.3018 -0.09
N 0.5438 1.3353 -0.7902 -0.44
H 5.0977 4.6581 1.9261 0.31
H 5.4851 3.2514 0.9234 0.29
H 4.7599 3.0198 2.5219 0.34
H 3.0936 5.8706 1.2661 0.43
H 0.6606 5.2557 0.2518 0.46
H -1.0848 3.9419 0.6264 0.37
H -3.0686 2.7257 -0.2795 0.49
H -2.6979 0.6484 -1.6016 0.46
H -0.3544 -0.0825 -2.0360 0.61
C -5.6521 -1.5536 -0.6963 -1.29
C -5.7378 -1.5114 0.8269 0.85
C -5.6257 -0.0830 1.3528 -1.33
C -4.7062 -2.4395 1.4803 -1.18
N -3.3222 -2.0179 1.2529 0.63
C -2.5648 -1.1830 1.9670 -0.16
N -1.4289 -1.0321 1.3395 -0.20
N -1.5120 -1.7869 0.2137 0.60
N -2.6437 -2.3818 0.1541 -1.17
H -6.4471 -0.9474 -1.1327 0.43
H -5.7516 -2.5711 -1.0787 0.37
H -4.6973 -1.1556 -1.0482 0.14
H -6.7054 -1.9156 1.1344 0.29
H -4.6920 0.3872 1.0295 0.18
H -5.6764 -0.0484 2.4442 0.35
H -6.4409 0.5269 0.9628 0.43
H -4.8012 -3.4468 1.0812 0.38
H -4.8587 -2.4723 2.5578 0.45
H -2.8512 -0.7312 2.9023 0.42
```

Its spin multiplicity is 5. The energy relative to the best compared isomer or geometry (same formula, charge and spin) comes out at 0.286 eV. The value obtained for the orbital gap (spin up / spin down) is 5.5 / 6.0 eV. Its charge is +1. The value obtained for the HOMO energy (spin up / spin down) is -8.254 / -8.799 eV. The LUMO energy (spin up / spin down) is -2.8 / -2.8 eV.